(1)
An isolated molecule of C4H6O2, computed with ωB97M-V/def2-TZVPD.

Summary:
Energy above the lowest of the compared OMol25 structures with the same formula, charge and spin (kJ/mol): 92.45
LUMO (Ha): 0.035
Highest occupied orbital energy (eV): -9.89
E (hartree): -306.47109
HOMO-LUMO gap (eV): 10.84
Structure (SMILES): C=C(C)OC=O

```
12
C4H6O2 (ωB97M-V/def2-TZVPD)
C 0.17 -0.88 1.35
C 0.27 0.00 0.37
C 1.35 0.11 -0.66
O -0.73 0.99 0.31
C -1.77 0.69 -0.50
O -1.81 -0.22 -1.29
H 0.90 -1.67 1.47
H -0.66 -0.83 2.04
H 1.86 -0.85 -0.77
H 2.09 0.87 -0.38
H 0.93 0.39 -1.63
H -2.58 1.40 -0.31
```

---

(2)
A cluster of 2 separate species, C6H10O4 in total, computed with ωB97M-V/def2-TZVPD.

Summary:
Energy above the lowest of the compared OMol25 structures with the same formula, charge and spin (kJ/mol): 948.15
LUMO (Ha): -0.009
Highest occupied orbital energy (eV): -9.59
E (hartree): -535.23495
HOMO-LUMO gap (eV): 9.33

```
20
C6H10O4 (ωB97M-V/def2-TZVPD)
C -1.71 -1.87 -0.81
C -0.81 -0.58 -1.30
C 0.58 1.35 0.15
C 0.33 1.69 1.56
C 1.27 0.06 -0.09
C 0.56 -1.13 -0.85
H -2.81 -1.58 -0.70
H -1.86 -2.63 -1.67
H -1.16 -2.32 0.09
H -0.76 -0.61 -2.30
H 1.04 2.19 -0.40
H -0.36 2.47 1.83
H -0.03 0.67 2.19
H 1.74 1.23 3.14
H 2.10 -0.09 0.47
H 0.72 -2.31 -0.76
O -1.55 0.52 -0.65
O -0.61 1.53 -0.54
O 1.58 1.97 2.04
O 1.73 -0.57 -1.37
```

---

(3)
A cluster of 2 separate species, C5H8N2O in total, computed with ωB97M-V/def2-TZVPD.

Summary:
Energy above the lowest of the compared OMol25 structures with the same formula, charge and spin (kJ/mol): 638.62
LUMO (spin up / spin down) (Ha): -0.025 / -0.025
Highest occupied orbital energy (spin up / spin down) (eV): -8.32 / -8.32
E (hartree): -379.84494
HOMO-LUMO gap (spin up / spin down) (eV): 7.63 / 7.63
Structure (SMILES): C=C=C=C.NNC=O

```
16
C5H8N2O (ωB97M-V/def2-TZVPD)
C 2.61 -0.46 -1.46
C 1.54 -0.06 -0.84
C 0.81 0.71 -0.06
C 0.86 1.13 1.21
H 2.87 -1.51 -1.58
H 3.39 0.22 -1.75
H 0.90 0.40 2.01
H 0.55 2.13 1.48
N -1.50 -0.95 1.20
N -1.58 -0.72 -0.17
C -1.34 0.63 -0.70
O -1.75 0.87 -1.84
H -2.32 -0.65 1.71
H -1.32 -1.93 1.39
H -2.30 -1.23 -0.68
H -1.41 1.42 0.07
```

---

(4)
The ion C4H6Br2N with charge +1, computed with ωB97M-V/def2-TZVPD.

Summary:
Energy above the lowest of the compared OMol25 structures with the same formula, charge and spin (kJ/mol): 0.00
LUMO (spin up / spin down) (Ha): -0.137 / -0.253
Total charge: +1
Highest occupied orbital energy (spin up / spin down) (eV): -9.98 / -14.53
E (hartree): -5358.36133
HOMO-LUMO gap (spin up / spin down) (eV): 6.24 / 7.65
2S+1: 3

```
13
C4H6Br2N (ωB97M-V/def2-TZVPD)
C 1.09 -0.69 0.02
C 1.05 0.66 0.06
C -0.28 -1.26 -0.03
C -0.30 1.23 0.28
N -1.12 0.04 -0.29
Br 2.58 -1.78 -0.02
Br 2.60 1.79 -0.07
H -0.43 -2.10 -0.88
H -0.69 -1.61 0.93
H -0.51 1.19 1.29
H -0.65 2.14 -0.16
H -1.18 0.32 -1.25
H -2.16 0.07 0.11
```

---

- Look up the energy above the lowest of the compared OMol25 structures with the same formula, charge and spin of the first one.
  92.45 kJ/mol